C16H24N3OS2V | the ωB97M-V functional and the def2-TZVPD basis

Each line ends with the Löwdin charge.
Atoms and positions in Å:
V -0.21528 -1.08985 -0.01589  0.69
S 3.97507 0.31856 0.31121  1.03
C 3.33822 0.49688 1.88950  -0.41
C 2.05427 0.05656 1.99523  -0.20
C 1.51716 -0.47782 0.76557  -0.26
C 2.48942 -0.38550 -0.22935  -0.55
C 2.16246 -0.83803 -1.54045  -0.28
C 2.97191 -0.83767 -2.68708  -0.01
C 2.47852 -1.31892 -3.87078  -0.05
C 1.16555 -1.81487 -3.93148  -0.06
C 0.41253 -1.80574 -2.79442  -0.12
N 0.88002 -1.32631 -1.60281  -0.09
H 3.95943 0.92880 2.66488  0.07
H 1.51091 0.11221 2.93172  0.09
H 3.98264 -0.45466 -2.61811  0.12
H 3.10047 -1.32371 -4.75695  0.12
H 0.75619 -2.21368 -4.84783  0.11
H -0.59525 -2.20550 -2.78632  0.12
C -3.13799 1.08633 2.20383  -0.02
N -2.68650 2.01232 1.16748  -0.12
C -3.70426 2.95293 0.69125  -0.02
C -1.63497 1.65983 0.41360  -0.45
O -1.21188 0.45463 0.44632  -0.12
N -1.01820 2.54722 -0.36072  -0.10
C -0.03106 2.08930 -1.34175  0.00
C -0.97266 3.97388 -0.02874  -0.02
H -3.70860 1.65041 2.93855  0.10
H -2.28949 0.63089 2.70090  0.09
H -3.77663 0.30348 1.79050  0.10
H -4.64520 2.41732 0.55887  0.10
H -3.42347 3.37855 -0.26605  0.09
H -3.86075 3.75829 1.40832  0.10
H -0.37149 1.18784 -1.84449  0.08
H 0.93593 1.89305 -0.87799  0.10
H 0.07892 2.86552 -2.09599  0.10
H -1.39311 4.14829 0.95661  0.09
H -1.50339 4.57804 -0.76365  0.10
H 0.07170 4.28409 -0.01145  0.10
C 1.42552 -4.08487 0.83816  -0.33
S -0.22077 -3.45152 0.44788  0.78
C -0.91811 -3.39281 2.11948  -0.35
H 1.34121 -5.06591 1.30147  0.05
H 1.94080 -3.38107 1.48815  0.05
H 1.96665 -4.17304 -0.10315  0.05
H -0.30049 -2.76537 2.76044  0.05
H -0.97365 -4.39576 2.53879  0.05
H -1.92226 -2.98260 2.04672  0.04

Properties
Frontier orbital gap (alpha / beta) in eV: 7.1 / 6.4
Total charge: +1
Multiplicity: 2
Relative energy (zero: lowest compared OMol25 entry of this formula, charge and spin) in eV: 0.000